No. 1
ORCA calculation (ωB97M-V/def2-TZVPD) on a cluster of 8 separate species, C49H82F3N12O12P in total.

Computed properties:
calculated total energy: -112034.1401 eV
SMILES: [H]/N=C(\N)NCCCCc1c(N(C(C)=O)C(C)=O)c(P(C)O)c2c(c1C(F)(F)F)C(=O)c1ccc(NCCC)cc1C2=O.CN(C)C=O.CN(C)C=O.CN(C)C=O.CN(C)C=O.CN(C)C=O.CN(C)C=O.CN(C)C=O
charge: 0

Atoms and positions in Å:
H: -5.52093 4.21726 -1.61112
N: -5.95816 3.78004 -2.43380
C: -6.04632 2.54762 -2.12116
N: -5.55769 2.08881 -0.82441
N: -6.61148 1.54631 -3.02230
C: -5.85581 1.56068 -4.32624
C: -5.72114 0.12141 -4.91772
C: -4.46198 -0.67612 -4.43762
C: -4.06334 -0.38282 -2.93684
C: -2.69296 -1.04871 -2.66799
C: -2.69358 -2.18558 -1.75825
N: -3.96513 -2.54440 -1.16192
C: -4.56460 -3.73926 -1.73637
C: -6.11208 -3.67994 -1.91620
O: -3.95794 -4.72615 -2.06145
C: -3.98484 -2.52942 0.26896
C: -3.24113 -1.34317 0.97081
O: -4.49992 -3.37786 0.96063
C: -1.47898 -2.92635 -1.46146
P: -1.45249 -4.42645 -0.33050
C: -1.27715 -5.92573 -1.46106
O: -0.09238 -4.38978 0.68324
C: -0.27041 -2.44300 -2.10088
C: -0.27060 -1.30410 -2.99364
C: -1.48620 -0.56084 -3.29175
C: -1.35611 0.64500 -4.22938
F: -0.32794 1.48733 -3.89606
F: -1.10609 0.16582 -5.49710
F: -2.45040 1.44192 -4.34853
C: 1.13319 -0.92892 -3.55793
O: 1.36361 -0.64759 -4.70605
C: 2.26213 -1.00055 -2.49601
C: 3.22866 0.04456 -2.41016
C: 4.23704 -0.08079 -1.38026
C: 4.23248 -1.21922 -0.48081
N: 5.27094 -1.23770 0.55649
C: 4.83738 -0.19306 1.55302
C: 5.64677 1.14112 1.49593
C: 4.74137 2.30177 2.05889
C: 3.24656 -2.27105 -0.57422
C: 2.25885 -2.13715 -1.59855
C: 1.09816 -3.13975 -1.81985
O: 1.25489 -4.33352 -1.81409
H: -6.27914 1.47507 -0.43576
H: -4.69412 1.55574 -0.93762
H: -7.54707 1.90145 -3.23296
H: -6.41076 2.20010 -5.04841
H: -4.85928 2.01576 -4.14275
H: -5.61632 0.24306 -6.02856
H: -6.67502 -0.42963 -4.76340
H: -3.58448 -0.50305 -5.10484
H: -4.68201 -1.77028 -4.52162
H: -4.87718 -0.70297 -2.25850
H: -3.92300 0.71177 -2.75649
H: -6.54031 -4.66379 -2.18056
H: -6.56351 -3.30017 -0.96401
H: -6.32153 -2.88406 -2.67621
H: -3.02709 -0.50586 0.25845
H: -3.87961 -0.92797 1.77723
H: -2.25325 -1.69793 1.35236
H: -0.33156 -6.44318 -1.17164
H: -1.20051 -5.53136 -2.49990
H: -2.15116 -6.60287 -1.33836
H: 0.01476 -3.51717 1.09302
H: 3.22451 0.93382 -3.06777
H: 4.97622 0.73915 -1.30857
H: 6.08277 -0.83494 0.07825
H: 3.76528 0.03650 1.33696
H: 4.89632 -0.56476 2.60451
H: 5.95545 1.45090 0.47255
H: 6.56227 1.10824 2.12826
H: 5.33043 3.01875 2.68473
H: 4.28551 2.89448 1.23001
H: 3.91245 1.93516 2.70751
H: 3.22403 -3.12395 0.12821
C: 6.13969 7.14613 -0.78862
N: 6.23094 5.70348 -0.88202
C: 7.53922 5.07481 -0.82416
C: 5.13847 4.92880 -1.02151
O: 5.14634 3.71092 -1.10792
H: 6.70152 7.59517 -1.60883
H: 6.56397 7.47273 0.16443
H: 5.10149 7.47108 -0.84723
H: 7.70759 4.50877 -1.74191
H: 7.56810 4.38402 0.02271
H: 8.31613 5.82655 -0.71210
H: 4.20053 5.50597 -1.05467
C: 11.61297 9.84349 -2.13351
N: 10.62005 8.92652 -1.60903
C: 10.17411 9.07922 -0.23544
C: 10.09546 7.93321 -2.35807
O: 9.26041 7.13401 -1.97376
H: 12.52425 9.76864 -1.53612
H: 11.22639 10.86347 -2.07914
H: 11.84710 9.60664 -3.17043
H: 10.38623 8.16274 0.31838
H: 9.09614 9.25112 -0.22155
H: 10.68372 9.91727 0.23607
H: 10.49943 7.90391 -3.38309
C: -2.20436 -3.69355 5.59481
N: -3.38679 -3.03541 5.07996
C: -4.53389 -3.83760 4.69395
C: -3.46000 -1.69580 4.94082
O: -4.42426 -1.08661 4.51492
H: -1.81911 -4.38443 4.84098
H: -2.46570 -4.25102 6.49811
H: -1.43143 -2.96507 5.83781
H: -4.75109 -3.66481 3.63785
H: -5.40206 -3.53549 5.28184
H: -4.33356 -4.89535 4.85559
H: -2.53682 -1.17648 5.25077
C: 5.36759 -5.67231 2.60536
N: 4.48619 -4.75451 3.29858
C: 3.57729 -5.27287 4.30445
C: 4.48465 -3.42682 3.03597
O: 3.77164 -2.60478 3.58203
H: 4.76918 -6.41974 2.07927
H: 6.01367 -6.17085 3.33188
H: 5.98692 -5.14066 1.88405
H: 2.54954 -5.04139 4.01802
H: 3.78619 -4.79378 5.26294
H: 3.69566 -6.35070 4.40109
H: 5.20988 -3.13731 2.25817
C: -9.14776 2.04575 3.84237
N: -9.00781 1.70214 2.44121
C: -9.92385 2.28378 1.47659
C: -8.05041 0.85675 2.00430
O: -7.88322 0.53004 0.84210
H: -10.14030 1.74929 4.18905
H: -9.02875 3.12485 3.96262
H: -8.39472 1.53573 4.44148
H: -10.46236 1.48603 0.96175
H: -9.35765 2.85325 0.73704
H: -10.63342 2.93962 1.97765
H: -7.40926 0.47211 2.81379
C: 5.53388 3.64012 -6.72082
N: 4.80261 4.36111 -5.69890
C: 3.63005 3.74454 -5.10186
C: 5.17665 5.59135 -5.28105
O: 4.60314 6.24188 -4.42934
H: 4.86943 3.43486 -7.56328
H: 5.89669 2.69648 -6.30708
H: 6.38345 4.22466 -7.07204
H: 2.75950 4.38019 -5.27308
H: 3.78205 3.64683 -4.02441
H: 3.45639 2.76192 -5.53779
H: 6.07759 5.96835 -5.79420
C: -4.93273 -7.92478 7.42752
N: -6.10906 -7.25743 6.90759
C: -7.25646 -8.05471 6.51273
C: -6.17290 -5.91178 6.77777
O: -7.12642 -5.29334 6.35097
H: -4.54513 -8.61344 6.67317
H: -5.20259 -8.48531 8.32551
H: -4.15846 -7.20095 7.67948
H: -7.47280 -7.88027 5.45726
H: -8.12622 -7.75303 7.09906
H: -7.05523 -9.11212 6.67483
H: -5.25077 -5.40235 7.10598

Mulliken atomic charge list, values in e, 4 entries: 0.33 -0.72 0.48 -0.59

No. 2
ORCA calculation (ωB97M-V/def2-TZVPD) on a cluster of 7 separate species, C49H86BrClINO14PS2 in total.

Computed properties:
calculated total energy: -203983.0866 eV
energy relative to the best compared isomer or geometry (same formula, charge and spin): 0.0 kcal per mole
charge: -1

Atoms and positions in Å:
C: 4.97352 -0.17008 0.24562
C: 3.96852 -0.96471 -0.71964
N: 2.65096 -0.26712 -0.71524
C: 2.72909 1.14601 -1.19226
C: 3.67286 1.38726 -2.47411
C: 1.60507 -1.04179 -1.39012
S: 1.07316 -0.78392 -2.98096
S: 0.78979 -2.45147 -0.49030
C: -0.81761 -2.86030 -1.38507
C: -1.47360 -4.16081 -0.65456
C: -2.06612 -3.80687 0.78820
P: -3.93013 -3.96208 1.12665
Cl: -4.21530 -2.98992 -0.78282
C: -3.80576 -2.31945 2.13701
C: -4.08911 -0.95757 1.40197
C: -2.82260 -0.26263 0.64143
C: -3.05152 1.35146 0.73309
C: -4.55522 1.78867 0.40456
C: -4.73582 3.40583 0.28157
C: -5.42040 3.76216 -1.12969
C: -6.98747 3.43015 -1.20782
C: -7.33235 2.04073 -1.95662
C: -7.18525 2.10575 -3.55378
C: -5.73344 1.69299 -4.11137
O: -4.86840 1.06903 -3.14086
C: -4.91112 -0.38872 -3.22020
C: -3.99662 -5.74643 0.37289
C: -4.71755 -5.91117 -1.01778
O: -5.91174 -5.63772 -1.30181
Br: -3.76851 -6.77579 -2.59153
C: -5.77731 -4.11356 1.55993
C: -6.94431 -3.11677 1.32465
C: -7.29035 -2.51557 -0.15023
I: -7.29960 -1.53015 2.86792
H: 5.33334 0.77715 -0.27560
H: 5.83828 -0.88532 0.50318
H: 4.39343 0.05323 1.21505
H: 4.38427 -1.18878 -1.76412
H: 3.79665 -1.99548 -0.22644
H: 3.08866 1.81083 -0.32270
H: 1.68421 1.54630 -1.47021
H: 4.65992 1.85579 -2.13666
H: 3.83826 0.44077 -3.10131
H: 3.13981 2.13653 -3.16148
H: -1.52886 -1.97845 -1.45062
H: -0.47848 -3.24189 -2.42072
H: -2.12304 -4.74067 -1.37488
H: -0.54826 -4.84263 -0.47584
H: -1.60397 -2.76550 0.98780
H: -1.52600 -4.49407 1.55232
H: -3.59370 -4.63050 2.38810
H: -4.50571 -2.51268 3.04314
H: -2.79953 -2.20388 2.69730
H: -4.27427 -0.19157 2.26428
H: -5.06363 -0.86763 0.80172
H: -1.82172 -0.56282 1.09288
H: -2.93335 -0.50183 -0.47273
H: -2.31319 1.92339 0.05445
H: -2.84062 1.62166 1.83115
H: -5.29270 1.48123 1.23578
H: -4.88486 1.30518 -0.57579
H: -5.48407 3.75395 1.09370
H: -3.77031 3.97627 0.48994
H: -4.78754 3.31294 -1.96477
H: -5.32801 4.91206 -1.24190
H: -7.48675 4.29510 -1.78216
H: -7.45437 3.42294 -0.15329
H: -8.45704 1.85730 -1.75039
H: -6.79536 1.14199 -1.48976
H: -7.54636 3.13717 -3.89441
H: -7.93504 1.34711 -3.99041
H: -5.89730 0.99569 -5.01565
H: -5.24473 2.64332 -4.53511
H: -5.79686 -0.79686 -3.80943
H: -4.94723 -0.76105 -2.12737
H: -3.90055 -0.72429 -3.64132
H: -2.94912 -6.22899 0.25049
H: -4.49353 -6.50311 1.09832
H: -6.17466 -5.14498 1.20378
H: -5.77197 -4.28165 2.71445
H: -7.91850 -3.73490 1.52645
H: -8.44002 -2.39102 -0.22108
H: -7.00565 -3.22185 -0.99465
H: -6.86213 -1.47433 -0.32025
O: -4.27593 -3.91780 5.47147
C: -3.42132 -3.13906 5.81013
O: -2.68017 -2.39804 4.94554
C: -1.68670 -1.66488 5.67720
C: -2.21561 -1.58028 7.08917
C: -2.98486 -2.87652 7.22773
H: -0.74633 -2.20445 5.62009
H: -1.55566 -0.67748 5.23032
H: -1.42957 -1.45323 7.83581
H: -2.90492 -0.73394 7.17776
H: -2.34463 -3.69678 7.56123
H: -3.84461 -2.76545 7.88852
O: 5.43161 3.03257 -3.93264
C: 5.84700 2.83164 -5.04427
O: 7.16270 2.89244 -5.38597
C: 7.29595 2.70865 -6.80020
C: 6.03846 1.98915 -7.22747
C: 5.00806 2.52563 -6.25521
H: 7.39413 3.69137 -7.27205
H: 8.19180 2.12401 -7.01159
H: 5.78234 2.15551 -8.27513
H: 6.15868 0.91153 -7.07674
H: 4.55021 3.45031 -6.61462
H: 4.24498 1.78163 -6.02632
O: 0.98746 -1.55240 6.12782
C: 1.94372 -2.22268 5.83327
O: 1.86184 -3.43699 5.22687
C: 3.17177 -4.00489 5.12121
C: 4.12128 -2.83230 5.20382
C: 3.38043 -1.87610 6.11442
H: 3.31232 -4.71282 5.94372
H: 3.26432 -4.54032 4.17483
H: 5.11309 -3.10605 5.56795
H: 4.23860 -2.37971 4.21412
H: 3.59368 -2.06885 7.16856
H: 3.59024 -0.83646 5.86274
O: 4.52844 2.23113 4.78750
C: 4.87920 2.79772 3.78302
O: 4.16419 3.78009 3.17471
C: 4.81309 4.15384 1.95154
C: 6.25295 3.72709 2.12029
C: 6.12871 2.50011 2.99811
H: 4.32264 3.63885 1.12620
H: 4.72109 5.23007 1.80055
H: 6.76006 3.53929 1.17213
H: 6.81101 4.50448 2.65296
H: 5.97228 1.59251 2.41004
H: 6.98923 2.38839 3.65779
O: 8.98840 0.10409 -6.24885
C: 8.67939 -0.19791 -5.12227
O: 8.00878 -1.33551 -4.79868
C: 7.70771 -1.32802 -3.39758
C: 8.70871 -0.37928 -2.78118
C: 8.92804 0.62864 -3.88973
H: 6.67602 -0.98853 -3.26432
H: 7.80145 -2.33865 -2.99653
H: 8.36209 0.06457 -1.84634
H: 9.64465 -0.90915 -2.57619
H: 8.19869 1.44039 -3.85235
H: 9.94408 1.02290 -3.88005
O: 2.53479 4.44336 0.56272
C: 1.44906 4.56393 0.05108
O: 1.14746 4.11502 -1.19441
C: -0.18597 4.51480 -1.53471
C: -0.87457 4.76399 -0.21300
C: 0.26085 5.25838 0.65824
H: -0.13256 5.41588 -2.15336
H: -0.67307 3.72246 -2.10587
H: -1.70861 5.46390 -0.28714
H: -1.26032 3.82144 0.18759
H: 0.39868 6.33919 0.57446
H: 0.12539 4.96689 1.69963

Mulliken atomic charge list, values in e, 4 entries: -0.85 -0.47 0.34 -0.59

Result set for E_LUMO: -0.437; 1.680 eV, one per record in the order listed.